Model i:
A 2-piece molecular cluster, C5H5NO2 overall, computed with ωB97M-V/def2-TZVPD.

Output
- Multiplicity: 1
- SMILES string: [H]/N=C1\CC1=C.O=C=O
- LUMO energy: 0.053 eV
- HOMO-LUMO gap: 9.94 eV

Each line ends with the Mulliken charge.
Element x y z (Å)
C: -1.690 -0.223 -0.822  -0.801
C: 0.385 2.528 0.506  0.742
N: 0.823 -0.338 1.817  -0.614
H: -2.473 0.233 -0.335  0.354
H: 1.211 -1.026 -1.489  0.276
O: 1.013 2.161 -0.388  -0.390
O: -0.260 2.924 1.364  -0.361
C: 0.497 -0.591 0.673  0.430
H: -1.789 -0.749 -1.800  0.239
C: -0.527 -0.427 -0.242  0.433
H: 0.434 -2.426 -0.797  0.233
C: 0.656 -1.325 -0.635  -0.804
H: 1.723 -0.742 2.147  0.263

=====

Model ii:
C5H5NO2 in the gas phase, computed with ωB97M-V/def2-TZVPD.

Output
- Multiplicity: 1
- SMILES string: O=C1OC=C[C@@H]2N[C@@H]12
- LUMO energy: 0.186 eV
- HOMO-LUMO gap: 10.03 eV

Each line ends with the Mulliken charge.
Element x y z (Å)
H: 0.471 0.657 -1.409  0.276
O: -2.763 -0.701 0.031  -0.576
C: 0.445 0.869 -0.303  0.052
H: -0.343 0.382 1.548  0.382
C: 1.551 -0.158 0.197  -0.750
H: 2.575 -0.093 0.100  0.381
H: 1.575 -2.246 0.204  0.378
H: -1.164 1.994 -0.854  0.351
O: -0.492 -1.486 -0.147  -0.345
C: -1.429 -0.502 -0.034  0.456
C: 0.924 -1.360 0.076  0.078
C: -0.798 0.611 0.511  -0.118
N: -0.550 2.034 0.081  -0.567

=====

Model iii:
C5H5NO2 in the gas phase, computed with ωB97M-V/def2-TZVPD.

Output
- Multiplicity: 1
- SMILES string: O=Cc1cccn1O
- LUMO energy: 0.274 eV
- HOMO-LUMO gap: 9.52 eV

Each line ends with the Mulliken charge.
Element x y z (Å)
H: -2.862 -0.552 -0.087  0.367
C: -1.322 0.961 -0.039  -0.250
N: -0.009 0.857 0.076  0.186
H: 1.727 1.689 0.032  0.416
H: -1.879 1.913 -0.130  0.381
C: -1.813 -0.296 -0.120  -0.703
O: 2.699 0.005 -0.100  -0.611
C: 1.778 -0.793 -0.033  0.072
C: -0.722 -1.214 0.025  -0.437
H: 1.984 -1.887 0.081  0.282
C: 0.402 -0.422 0.058  0.341
O: 0.778 2.012 0.025  -0.440
H: -0.763 -2.272 0.212  0.396

=====

Which structure wins on stability? model iii wins.

=====

Model i:
A 2-piece molecular cluster, C5H10N overall, computed with ωB97M-V/def2-TZVPD.

Output
- Multiplicity: 1
- LUMO energy: -4.992 eV
- Net charge: +1
- HOMO-LUMO gap: 8.39 eV

Each line ends with the Mulliken charge.
Element x y z (Å)
H: 0.836 0.558 1.399  0.274
H: -1.279 -1.133 0.621  0.342
H: 0.195 -1.223 -0.143  0.239
H: 2.556 0.268 -1.353  0.217
C: -2.821 0.458 0.424  -0.499
H: 1.474 -0.864 -2.293  0.333
H: 2.002 -0.711 1.499  0.339
C: 1.635 0.035 0.849  -0.793
H: -3.847 0.469 0.597  0.414
C: -1.678 1.100 0.318  -0.042
H: -1.142 2.092 0.418  0.338
C: -1.639 -0.346 -0.037  -0.734
H: 2.352 0.868 0.524  0.350
H: -1.492 -0.498 -1.088  0.267
N: 1.123 -0.643 -0.320  0.043
C: 1.724 -0.431 -1.415  -0.087

=====

Model ii:
An isolated ion of composition C5H10N and charge +1, computed with ωB97M-V/def2-TZVPD.

Output
- Multiplicity: 1
- SMILES string: C=C/C=C(/C)[NH3+]
- LUMO energy: -3.676 eV
- Net charge: +1
- HOMO-LUMO gap: 9.64 eV

Each line ends with the Mulliken charge.
Element x y z (Å)
H: -3.726 0.463 -0.040  0.283
C: -0.503 -0.614 0.061  0.121
C: -1.624 0.253 0.095  -0.120
H: 2.694 -0.607 0.748  0.392
N: 1.025 1.312 -0.022  -0.191
H: 1.765 -1.995 0.196  0.363
H: -0.675 -1.677 0.051  0.355
C: 1.982 -0.951 -0.002  -1.408
C: 0.728 -0.144 0.028  0.372
H: -1.489 1.311 0.293  0.133
C: -2.871 -0.190 -0.068  -0.987
H: -3.072 -1.232 -0.249  0.263
H: 0.155 1.842 -0.183  0.285
H: 1.459 1.627 0.856  0.380
H: 1.689 1.494 -0.787  0.405
H: 2.465 -0.892 -0.978  0.356

=====

Which structure wins on stability? model ii wins.

=====

Model i:
An isolated ion of composition C2H3FO3P and charge -1, computed with ωB97M-V/def2-TZVPD.

Output
- Multiplicity: 1
- SMILES string: O=C([O-])[C@H](F)PO
- LUMO energy: 3.948 eV
- Net charge: -1
- HOMO-LUMO gap: 8.16 eV

Each line ends with the Mulliken charge.
Element x y z (Å)
H: -1.705 1.264 0.791  -0.054
O: 2.469 -0.634 -0.822  -0.713
O: -1.945 -0.710 -0.085  -0.525
H: -1.824 -1.692 -0.047  0.325
C: 0.445 0.713 -0.225  0.232
O: 0.892 -1.370 0.502  -0.639
P: -0.908 0.120 0.935  0.091
C: 1.399 -0.497 -0.268  0.406
H: 0.182 0.805 -1.235  0.242
F: 0.995 2.000 0.455  -0.366

=====

Model ii:
An isolated ion of composition C2H3FO3P and charge -1, computed with ωB97M-V/def2-TZVPD.

Output
- Multiplicity: 1
- LUMO energy: 4.082 eV
- Net charge: -1
- HOMO-LUMO gap: 8.11 eV

Each line ends with the Mulliken charge.
Element x y z (Å)
C: 1.325 -0.162 -0.967  0.690
H: -1.911 -0.263 0.743  -0.064
C: 0.062 0.375 -0.731  -0.110
H: 0.478 -1.371 2.174  0.239
H: -0.478 1.222 -1.330  0.296
O: 2.506 -0.081 -0.892  -0.598
P: -0.736 0.480 1.010  0.145
O: 0.148 -1.055 1.253  -0.618
O: 0.344 -0.990 -1.348  -0.395
F: -1.737 1.844 0.088  -0.585

=====

Which structure wins on stability? model i wins.

=====

Model i:
A 3-piece molecular cluster, C5H14O2 overall, computed with ωB97M-V/def2-TZVPD.

Output
- Multiplicity: 1
- SMILES string: CC=C(C)C.O.O
- LUMO energy: 0.786 eV
- HOMO-LUMO gap: 9.18 eV

Each line ends with the Mulliken charge.
Element x y z (Å)
H: -2.241 2.636 -1.972  0.304
C: 0.764 -0.531 0.852  -0.188
H: 2.137 0.334 2.787  0.345
H: -1.010 -1.145 -0.168  0.208
C: 1.652 1.379 -0.505  -1.256
H: -2.654 2.557 -0.505  0.304
C: 0.075 -1.173 -0.307  -1.051
H: 2.086 2.062 2.361  0.311
C: 2.256 1.055 1.977  -1.361
H: 0.273 -0.715 -1.273  0.299
H: 2.519 2.034 -0.354  0.352
H: 1.043 -1.169 1.688  0.220
H: 3.309 1.037 1.660  0.331
O: -1.942 2.319 -1.115  -0.609
H: 1.890 0.653 -1.273  0.353
H: -3.329 -4.249 -1.421  0.308
C: 1.437 0.613 0.793  0.901
H: -3.446 -3.206 -0.307  0.314
O: -2.888 -3.480 -1.047  -0.617
H: 0.287 -2.242 -0.418  0.331
H: 0.794 1.973 -0.813  0.200

=====

Model ii:
A 3-piece molecular cluster, C5H14O2 overall, computed with ωB97M-V/def2-TZVPD.

Output
- Multiplicity: 1
- SMILES string: C=C(C)CC.O.O
- LUMO energy: 0.672 eV
- HOMO-LUMO gap: 10.19 eV

Each line ends with the Mulliken charge.
Element x y z (Å)
O: 0.268 2.837 2.205  -0.656
H: -1.165 -0.591 -2.164  0.351
O: 0.767 2.008 -0.903  -0.630
H: 0.227 2.159 -1.674  0.311
H: -1.978 -1.665 0.011  0.326
H: -2.132 0.356 1.402  0.364
H: -1.358 0.821 -0.140  0.301
H: 0.981 1.122 -0.629  0.295
H: 0.653 -0.854 -2.570  0.316
H: 0.036 3.261 1.373  0.322
H: 1.371 -2.758 0.311  0.363
H: 2.186 -1.729 -0.907  0.346
C: -1.064 -1.251 0.385  -0.584
C: 0.027 -1.406 -0.653  0.632
C: -1.289 0.212 0.714  -1.052
C: 1.391 -1.787 -0.161  -1.245
H: 1.046 2.309 2.055  0.307
H: -0.602 0.766 1.364  0.274
H: -0.916 -1.835 1.288  0.367
C: -0.181 -0.925 -1.881  -1.016
H: 1.733 -1.048 0.573  0.309

=====

Model iii:
A 2-piece molecular cluster, C5H14O2 overall, computed with ωB97M-V/def2-TZVPD.

Output
- Multiplicity: 1
- SMILES string: CC(C)CO.CO
- LUMO energy: 0.755 eV
- HOMO-LUMO gap: 10.29 eV

Each line ends with the Mulliken charge.
Element x y z (Å)
C: 0.011 -1.185 -0.495  -0.977
O: -2.252 1.320 0.236  -0.502
H: 1.981 1.566 -0.052  0.425
O: -0.988 -1.844 0.279  -0.512
H: -2.761 0.443 -1.571  0.238
H: 0.029 -0.107 1.464  0.314
C: 0.758 -0.065 0.652  0.690
H: -0.287 -1.051 -1.541  0.450
H: -2.166 0.476 0.709  0.313
C: -1.982 1.067 -1.116  -0.040
H: 0.322 1.528 -0.731  0.245
H: 0.542 2.063 0.889  0.241
H: 2.776 -0.708 0.268  0.424
C: 2.056 -0.709 1.087  -1.763
H: 2.491 -0.168 1.929  0.415
H: -1.193 -2.702 -0.122  0.289
H: -1.054 0.309 -1.157  -0.353
H: -1.955 2.024 -1.635  0.310
H: 0.846 -1.873 -0.665  0.475
C: 0.936 1.350 0.167  -1.095
H: 1.889 -1.736 1.407  0.414

=====

Model iv:
A 3-piece molecular cluster, C5H14O2 overall, computed with ωB97M-V/def2-TZVPD.

Output
- Multiplicity: 1
- SMILES string: CC=C(C)C.O.O
- LUMO energy: 0.625 eV
- HOMO-LUMO gap: 9.43 eV

Each line ends with the Mulliken charge.
Element x y z (Å)
H: 0.294 -1.929 2.712  0.401
H: 0.813 2.443 -2.850  0.283
C: -0.025 -0.979 0.895  0.742
C: 0.518 -2.194 1.707  -1.237
H: -1.119 0.841 1.779  0.164
H: -3.383 2.628 -0.156  0.334
H: -1.714 -0.671 2.202  0.406
H: 2.904 -0.424 -0.515  0.233
C: 0.692 -0.631 -0.181  -0.234
H: 1.919 -1.312 -1.776  0.324
O: 0.516 3.243 -2.611  -0.559
H: 0.105 -0.036 -0.871  0.251
H: 1.606 -2.307 1.708  0.383
C: -1.213 -0.361 1.323  -1.153
H: -1.913 -0.446 0.410  0.258
H: 2.430 -2.115 -0.307  0.347
C: 2.052 -1.158 -0.732  -1.083
H: -2.282 2.503 -1.007  0.280
H: 1.090 3.504 -2.025  0.272
O: -3.191 2.557 -1.150  -0.615
H: -0.097 -3.155 1.445  0.203

=====

Which structure wins on stability? model i wins.

=====

Model i:
C4H7Cl as an isolated structure, computed with ωB97M-V/def2-TZVPD.

Output
- Multiplicity: 1
- LUMO energy: 0.522 eV
- HOMO-LUMO gap: 10.38 eV

Each line ends with the Mulliken charge.
Element x y z (Å)
H: -1.255 1.444 -0.876  0.300
H: -2.023 -1.008 -1.037  0.331
C: -1.319 -0.581 -0.172  -0.785
C: 0.536 1.035 0.151  -0.299
C: -0.470 0.707 -0.580  -0.426
Cl: 2.938 -0.064 -0.350  -0.234
H: 0.679 2.008 0.324  0.443
H: -0.519 -1.643 -0.499  0.329
H: 1.513 -0.241 1.570  0.331
H: -1.961 -0.463 0.985  0.214
C: 1.313 -0.139 0.474  -0.027
H: 0.568 -1.054 0.010  -0.176

=====

Model ii:
C4H7Cl in the gas phase, computed with ωB97M-V/def2-TZVPD.

Output
- Multiplicity: 1
- SMILES string: ClCC1CC1
- LUMO energy: 1.042 eV
- HOMO-LUMO gap: 11.00 eV

Each line ends with the Mulliken charge.
Element x y z (Å)
H: 2.069 -0.399 0.349  0.237
C: -0.579 -0.672 -0.729  -0.671
H: -1.503 -0.339 -1.201  0.288
H: 2.624 0.918 -0.770  0.206
H: 0.693 2.526 -0.133  0.191
Cl: -1.024 -0.775 0.862  -0.184
H: 0.483 0.781 -2.042  0.402
C: 0.464 0.445 -1.022  -0.085
H: -0.416 -1.431 -1.370  0.462
H: 0.003 1.537 1.119  0.274
C: 0.636 1.418 0.221  -0.553
C: 1.723 0.406 -0.238  -0.567

=====

Model iii:
A 2-piece molecular cluster, C4H7Cl overall, computed with ωB97M-V/def2-TZVPD.

Output
- Multiplicity: 1
- LUMO energy: 0.469 eV
- HOMO-LUMO gap: 10.24 eV

Each line ends with the Mulliken charge.
Element x y z (Å)
C: -1.232 -0.999 -0.089  -1.050
H: -1.689 0.904 -0.983  0.463
H: -1.569 -1.249 1.110  0.308
C: 0.177 1.184 -0.131  -0.027
C: -0.939 0.483 -0.433  -0.330
H: -0.087 -1.787 -0.530  0.257
H: 2.007 0.616 1.346  0.286
Cl: 2.794 -0.229 -0.378  -0.239
H: 0.470 2.406 -0.252  0.236
H: 0.618 -0.664 0.920  0.336
C: 1.210 0.204 0.622  -0.521
H: -1.759 -0.867 -1.203  0.281

=====

Which structure wins on stability? model ii wins.

=====

Model i:
CH5N3O in the gas phase, computed with ωB97M-V/def2-TZVPD.

Output
- Multiplicity: 1
- SMILES string: NNC(N)=O
- LUMO energy: 0.625 eV
- HOMO-LUMO gap: 10.27 eV

Each line ends with the Mulliken charge.
Element x y z (Å)
H: 1.868 -0.964 -0.963  0.318
N: -1.031 0.122 1.144  -0.621
H: -0.579 0.424 2.053  0.243
H: -0.771 -0.917 1.063  0.281
O: 0.069 0.153 -2.143  -0.590
H: 1.628 0.211 0.454  0.314
H: -1.802 0.825 -0.457  0.320
N: 1.204 -0.679 -0.158  -0.583
N: -0.797 0.721 -0.095  -0.124
C: 0.212 0.104 -0.898  0.443

=====

Model ii:
CH5N3O in the gas phase, computed with ωB97M-V/def2-TZVPD.

Output
- Multiplicity: 1
- SMILES string: C1NNNO1
- LUMO energy: 0.842 eV
- HOMO-LUMO gap: 9.75 eV

Each line ends with the Mulliken charge.
Element x y z (Å)
H: -1.284 -0.518 -1.182  0.216
N: -0.209 -1.205 0.475  -0.289
H: 0.597 1.471 -0.630  0.292
O: -1.066 0.862 0.175  -0.287
C: 0.340 1.084 0.287  -0.212
N: -1.289 -0.501 -0.147  -0.120
H: 1.495 -0.435 -0.513  0.277
H: 0.612 1.659 1.155  0.218
H: -0.169 -2.142 0.003  0.264
N: 0.973 -0.277 0.378  -0.359

=====

Model iii:
CH5N3O in the gas phase, computed with ωB97M-V/def2-TZVPD.

Output
- Multiplicity: 1
- SMILES string: N/N=C/NO
- LUMO energy: 1.172 eV
- HOMO-LUMO gap: 9.99 eV

Each line ends with the Mulliken charge.
Element x y z (Å)
N: 1.426 0.555 -0.195  -0.188
H: 1.071 -1.355 -0.165  0.443
H: -2.079 -0.886 -0.862  0.296
H: -0.307 1.759 0.117  0.358
H: -2.154 -0.681 0.902  0.267
H: 2.297 1.118 0.111  0.271
N: -0.438 -0.321 -0.067  -0.333
O: 1.979 -0.809 0.083  -0.475
N: -1.916 -0.118 -0.024  -0.643
C: 0.122 0.738 0.099  0.003

=====

Which structure wins on stability? model i wins.